This record from the OMol25 dataset describes a cluster of 2 separate species, C5H9N2O in total. The level of theory is ωB97M-V/def2-TZVPD.

Positions of all 17 atoms, in Å:
C  0.63563  -2.25410  -0.24300
C  -0.51408  2.40741  0.26348
C  0.22096  1.40767  -0.60400
C  0.34774  1.42149  0.93998
C  -0.18329  0.24847  0.20509
N  1.86147  -2.51968  -0.31978
N  -1.58976  -0.35517  0.02224
O  -0.45539  -2.72629  -0.14937
H  -0.22997  3.53637  0.13061
H  -1.55317  2.39281  0.18034
H  0.98636  1.59973  -1.32093
H  1.20071  1.40295  1.56581
H  2.53536  -1.85467  -0.70867
H  2.41311  -3.26725  0.00023
H  -2.18152  -0.19066  0.85913
H  -1.54662  -1.39334  -0.05243
H  -1.94753  0.14426  -0.76872

Cartesian forces, eV/Å:
-4.02 2.15 0.37
1.93 3.56 -1.39
-0.33 -0.20 1.52
-1.87 -1.31 -1.03
1.31 -2.09 -1.61
3.63 1.25 -1.06
0.54 1.11 2.43
1.06 -0.42 0.23
0.08 -2.25 0.54
-1.80 -0.51 0.67
0.27 -0.17 -0.30
0.44 0.43 0.51
-0.91 0.37 0.29
-0.23 -2.08 0.68
0.23 0.17 -0.59
0.39 0.20 -0.57
-0.73 -0.21 -0.69

Its molar mass is 113.1 g mol⁻¹. As for the HOMO energy (alpha / beta): -12.8 / -12.3 eV. The calculation puts the relative energy (zero: lowest compared OMol25 entry of this formula, charge and spin) at 605.6 kJ/mol. The net charge is +1. The orbital gap (alpha / beta) is 8.87 / 7.79 eV.

Results of the Löwdin charge analysis, in e, for atoms 1 through 8: atom 1 (C): -0.271, atom 2 (C): -0.089, atom 3 (C): -0.119, atom 4 (C): -0.088, atom 5 (C): -0.139, atom 6 (N): 0.212, atom 7 (N): 0.205, atom 8 (O): 0.103


This record from the OMol25 dataset describes a cluster of 3 separate species, C3H12NO3S in total. The level of theory is ωB97M-V/def2-TZVPD.

Positions of all 20 atoms, in Å:
C  -0.02818  0.15424  -0.10471
C  -1.18581  0.96951  -0.75157
S  -0.53977  2.38677  -1.68888
N  -0.55514  -0.97990  0.69832
C  0.78904  -1.81561  1.40419
O  1.47484  -2.29346  0.33168
H  0.73062  -0.12320  -0.84330
H  0.44920  0.78018  0.62664
H  -1.76712  1.42492  0.01214
H  -1.84968  0.35988  -1.35882
H  -0.05909  1.69687  -2.74176
H  -0.66911  -1.73838  0.03363
H  1.21741  -1.05118  2.11806
H  0.31065  -2.62022  2.01632
H  2.50555  -1.18838  -0.19927
H  3.97021  -0.87151  0.14322
O  3.19834  -0.49984  -0.41446
H  -2.32294  -0.38186  2.75858
H  -2.35196  -0.61809  1.31760
O  -2.80965  -0.06254  1.95320

Cartesian forces, eV/Å:
-0.97 -0.40 0.49
1.37 -0.58 -0.06
-0.10 -0.10 -0.42
1.54 -1.10 0.32
-1.10 0.34 -2.44
-0.17 0.64 2.10
-0.21 -0.10 0.00
0.42 0.67 0.13
-0.62 0.26 0.76
0.05 -0.06 -0.15
0.01 0.11 0.20
-0.30 -0.07 -0.23
0.09 -0.36 -0.79
-0.04 0.46 -0.24
-0.48 -0.39 0.16
-1.84 1.04 -1.45
2.48 -0.67 1.32
-0.74 0.71 -1.01
0.88 -0.14 -0.77
-0.28 -0.23 2.08

Its molar mass is 142.2 g mol⁻¹. As for the HOMO energy: -4.0 eV. The calculation puts the relative energy (zero: lowest compared OMol25 entry of this formula, charge and spin) at 96.0 kJ/mol. The net charge is -1. The orbital gap is 7.16 eV.

Results of the Löwdin charge analysis, in e, for atoms 1 through 8: atom 1 (C): -0.330, atom 2 (C): -0.570, atom 3 (S): 0.650, atom 4 (N): -0.091, atom 5 (C): -0.360, atom 6 (O): -0.322, atom 7 (H): 0.087, atom 8 (H): 0.095